[1]
Here is a structure of composition C22H55Cr2O22S6 at a distorted geometry from OMol25. Energies are from ωB97M-V/def2-TZVPD.

XYZ file:
```
107
Properties=species:S:1:pos:R:3:lowdin_spin:R:1
Cr -0.87 -17.99 -36.50 3.884
Cr -2.20 -20.02 -33.95 3.779
C 0.45 -16.54 -33.31 0.001
C -0.99 -17.02 -33.37 0.006
C -2.19 -16.14 -33.58 0.003
O -1.06 -18.09 -34.24 0.053
H 0.72 -15.98 -34.20 0.001
H 1.07 -17.44 -33.31 0.000
H 0.63 -15.93 -32.43 0.000
H -1.18 -17.40 -32.37 0.001
H -2.07 -15.17 -33.08 0.000
H -3.13 -16.56 -33.23 0.000
H -2.27 -15.99 -34.66 0.001
C -2.52 -20.18 -36.56 0.019
O -3.40 -20.22 -35.70 0.033
O -2.41 -19.21 -37.25 -0.026
O -1.48 -20.36 -36.05 0.049
O -7.83 -21.45 -35.90 0.000
S -8.34 -21.10 -37.22 0.000
O -8.70 -19.73 -37.58 0.000
O -7.34 -21.66 -38.48 0.000
C -5.98 -21.38 -38.49 0.000
C -5.57 -20.32 -39.53 0.000
C -9.78 -22.21 -37.58 0.000
H -5.34 -22.26 -38.64 0.000
H -5.62 -21.02 -37.52 0.000
H -4.56 -19.93 -39.35 0.000
H -6.19 -19.47 -39.27 0.000
H -5.60 -20.64 -40.57 0.000
H -10.52 -21.62 -37.03 0.000
H -9.65 -23.28 -37.44 0.000
H -9.89 -21.85 -38.60 0.000
O -2.93 -21.94 -33.41 0.019
S -3.29 -23.31 -33.68 0.004
O -2.50 -24.13 -34.63 0.002
O -3.33 -23.99 -32.17 0.000
C -3.44 -25.40 -32.00 0.000
C -4.21 -25.66 -30.72 0.000
C -5.12 -23.40 -34.15 0.001
H -2.47 -25.91 -31.94 0.000
H -3.95 -25.77 -32.89 0.000
H -4.06 -26.66 -30.30 0.000
H -5.26 -25.38 -30.75 0.000
H -3.74 -25.03 -29.96 0.000
H -5.11 -22.83 -35.08 0.000
H -5.58 -22.76 -33.40 0.000
H -5.50 -24.42 -34.06 0.000
O -6.53 -20.17 -32.77 0.001
S -5.70 -18.98 -32.98 0.006
O -4.24 -19.06 -33.25 0.034
O -6.44 -17.88 -34.03 0.002
C -7.86 -17.84 -34.01 0.000
C -8.42 -17.01 -35.15 0.000
C -5.92 -17.92 -31.39 0.002
H -8.19 -17.40 -33.07 0.000
H -8.35 -18.81 -34.00 0.000
H -8.10 -17.50 -36.07 0.000
H -8.22 -15.94 -35.12 0.000
H -9.50 -17.12 -35.09 0.000
H -6.98 -17.73 -31.25 0.000
H -5.24 -17.08 -31.26 0.000
H -5.73 -18.56 -30.53 0.000
O -4.12 -16.03 -38.93 0.004
S -3.60 -15.93 -37.63 0.008
O -2.22 -16.41 -37.24 0.037
O -3.85 -14.31 -37.13 0.004
C -2.74 -13.65 -36.48 0.000
C -1.69 -13.25 -37.48 0.000
C -4.87 -16.64 -36.52 0.001
H -2.30 -14.08 -35.58 0.000
H -3.27 -12.76 -36.12 0.000
H -2.11 -12.96 -38.44 0.000
H -0.88 -13.98 -37.55 0.000
H -1.16 -12.39 -37.05 0.000
H -5.87 -16.60 -36.94 0.000
H -4.81 -16.01 -35.63 0.000
H -4.59 -17.57 -36.02 0.000
O -0.38 -21.15 -33.40 0.024
S 0.49 -22.31 -33.31 0.005
O 1.85 -22.16 -32.74 0.002
O -0.24 -23.56 -32.42 0.002
C -0.33 -23.37 -30.99 0.000
C 0.19 -24.58 -30.27 0.000
C 0.57 -23.13 -34.92 0.000
H -1.37 -23.32 -30.69 0.000
H 0.05 -22.38 -30.72 0.000
H 0.96 -24.40 -29.51 0.000
H 0.83 -25.19 -30.91 0.000
H -0.59 -25.23 -29.89 0.000
H -0.03 -22.58 -35.64 0.000
H 0.31 -24.18 -34.79 0.000
H 1.56 -23.04 -35.37 0.000
O 1.12 -19.25 -40.27 0.001
S -0.01 -18.36 -40.02 0.004
O -0.17 -17.68 -38.72 0.028
O -0.06 -17.17 -41.22 0.002
C -1.04 -16.08 -41.26 0.000
C -0.50 -15.01 -40.43 0.000
C -1.53 -19.35 -40.41 0.001
H -1.96 -16.39 -40.77 0.000
H -1.32 -15.89 -42.30 0.000
H -0.51 -15.18 -39.35 0.000
H -1.10 -14.15 -40.71 0.000
H 0.56 -14.79 -40.52 0.000
H -1.69 -20.12 -39.65 0.000
H -1.27 -19.84 -41.35 0.000
H -2.32 -18.62 -40.58 0.000
```

Values from the calculation:
Electronic energy, a.u.: -7004.1195
Net charge: +1
LUMO energy (alpha / beta), eV: -2.6 / -2.2
Multiplicity: 9
E_HOMO (alpha / beta), eV: -9.78 / -10.48

[2]
Here is a cluster of 4 separate species, C22H56BFO12P3 in total at a distorted geometry from OMol25. Energies are from ωB97M-V/def2-TZVPD.

XYZ file:
```
95
Properties=species:S:1:pos:R:3:lowdin_charge:R:1
C -0.92 -0.92 0.81 -0.128
C 0.66 -1.47 0.81 -0.404
C 0.91 -2.65 -0.30 -0.131
C 1.16 -1.83 2.33 -0.197
B 0.77 -3.34 2.86 -0.613
F 1.39 -3.47 4.24 -0.203
H -1.61 -1.75 1.25 0.079
H -0.90 0.07 1.46 0.078
H -1.17 -0.60 -0.29 0.060
H 1.31 -0.54 0.45 0.111
H 1.70 -3.46 0.00 0.070
H -0.13 -3.15 -0.57 0.082
H 1.30 -2.12 -1.29 0.062
H 2.31 -1.64 2.45 0.065
H 0.60 -1.06 3.06 0.100
H 1.27 -4.19 2.18 0.016
H -0.38 -3.56 2.97 0.016
O 6.37 1.31 4.35 -0.237
P 5.73 2.34 3.40 0.723
O 4.91 3.15 4.59 -0.230
C 5.65 3.83 5.59 -0.311
C 6.21 5.14 5.06 -0.091
O 4.47 1.37 2.91 -0.218
C 4.59 -0.04 2.94 -0.304
C 4.00 -0.59 4.23 -0.076
O 5.02 3.50 2.33 -0.199
C 5.89 4.33 1.59 -0.323
C 7.10 3.60 1.04 -0.096
H 6.45 3.20 5.99 0.105
H 4.96 4.04 6.41 0.119
H 7.00 4.94 4.33 0.062
H 6.64 5.73 5.87 0.075
H 5.43 5.72 4.56 0.082
H 5.62 -0.36 2.80 0.101
H 4.02 -0.43 2.09 0.103
H 4.45 -0.13 5.11 0.067
H 4.15 -1.67 4.29 0.087
H 2.93 -0.38 4.28 0.075
H 6.20 5.18 2.20 0.092
H 5.31 4.74 0.75 0.121
H 7.77 3.28 1.85 0.065
H 7.68 4.25 0.38 0.081
H 6.80 2.71 0.49 0.089
O -4.61 1.68 0.60 -0.228
P -5.76 2.49 1.24 0.725
O -4.80 3.19 2.41 -0.230
C -3.78 4.08 2.01 -0.305
C -4.34 5.43 1.62 -0.090
O -6.34 1.25 2.18 -0.228
C -6.14 -0.10 1.80 -0.310
C -4.92 -0.68 2.50 -0.069
O -7.04 3.40 1.96 -0.202
C -7.71 4.34 1.14 -0.322
C -7.97 3.84 -0.27 -0.095
H -3.19 3.65 1.19 0.109
H -3.10 4.19 2.86 0.123
H -4.90 5.36 0.69 0.062
H -3.54 6.16 1.48 0.077
H -5.02 5.80 2.40 0.082
H -6.08 -0.21 0.72 0.102
H -7.03 -0.67 2.12 0.111
H -4.03 -0.07 2.31 0.070
H -4.72 -1.70 2.16 0.080
H -5.06 -0.69 3.58 0.079
H -7.15 5.27 1.12 0.094
H -8.67 4.56 1.62 0.121
H -7.04 3.72 -0.82 0.067
H -8.59 4.55 -0.82 0.082
H -8.47 2.87 -0.25 0.087
O 1.26 -4.23 -4.63 -0.228
P 0.15 -4.19 -5.72 0.726
O -1.01 -3.59 -4.71 -0.230
C -0.85 -2.29 -4.17 -0.304
C -1.16 -1.22 -5.20 -0.086
O -0.28 -5.79 -5.58 -0.229
C 0.65 -6.76 -5.12 -0.313
C 0.47 -6.99 -3.63 -0.072
O -1.08 -4.15 -6.93 -0.201
C -0.85 -3.34 -8.07 -0.322
C 0.58 -3.42 -8.59 -0.096
H 0.16 -2.16 -3.76 0.101
H -1.55 -2.20 -3.33 0.124
H -0.39 -1.21 -5.97 0.061
H -1.19 -0.23 -4.74 0.080
H -2.12 -1.42 -5.69 0.081
H 1.68 -6.47 -5.36 0.101
H 0.45 -7.69 -5.65 0.110
H 0.54 -6.05 -3.06 0.075
H 1.23 -7.68 -3.25 0.076
H -0.52 -7.41 -3.42 0.078
H -1.12 -2.30 -7.84 0.094
H -1.53 -3.68 -8.85 0.120
H 1.28 -2.97 -7.87 0.067
H 0.67 -2.87 -9.53 0.082
H 0.88 -4.46 -8.74 0.086
```

Values from the calculation:
Electronic energy, a.u.: -2923.3562
Net charge: -1
LUMO energy, eV: -0.1
E_HOMO, eV: -4.32

Q: Look up the net charge of the first one.
A: +1

Q: Which of these has the lowest electronic energy?
A: C22H55Cr2O22S6